A molecular structure, C28H23BFeN5O4, computed with ωB97M-V/def2-TZVPD.

Element x y z (Å)
1 Fe -1.1083 0.9204 0.1625
2 C -0.5184 2.8708 0.9828
3 C -0.5161 2.9168 -0.4222
4 C -1.6761 2.5346 -1.1143
5 C -2.8335 2.1146 -0.4195
6 C -2.8089 2.0147 0.9693
7 C -1.6341 2.3829 1.6604
8 H 0.3499 3.1876 1.5428
9 H 0.3379 3.2969 -0.9655
10 H -1.6917 2.5703 -2.1942
11 H -3.7100 1.8111 -0.9745
12 H -3.6687 1.6471 1.5107
13 H -1.5857 2.3161 2.7380
14 O -3.4446 -6.1374 -0.5123
15 N -3.0362 -5.2682 -1.2418
16 O -2.9712 -5.3369 -2.4509
17 C -2.5609 -4.0142 -0.5934
18 C -2.4359 -4.0684 0.7488
19 C -1.9578 -2.9419 1.4870
20 C -1.7857 -2.9486 2.8825
21 C -1.3133 -1.8147 3.4932
22 C -1.0249 -0.6892 2.7158
23 N -1.1879 -0.6538 1.4020
24 C -1.6446 -1.7746 0.7919
25 C -1.7946 -1.7187 -0.6335
26 N -1.4615 -0.5311 -1.1988
27 C -1.5273 -0.4315 -2.5160
28 C -1.9700 -1.4743 -3.3259
29 C -2.3387 -2.6708 -2.7622
30 C -2.2408 -2.8317 -1.3647
31 H -2.6953 -4.9816 1.2654
32 H -2.0248 -3.8364 3.4536
33 H -1.1640 -1.7714 4.5624
34 H -0.6472 0.2124 3.1780
35 H -1.2354 0.5163 -2.9470
36 H -2.0286 -1.3315 -4.3954
37 H -2.6905 -3.4804 -3.3779
38 O 2.2264 0.3421 0.1674
39 B 2.6287 1.5672 -0.2804
40 O 2.9217 2.4766 0.6893
41 C 2.7459 1.7522 1.8696
42 C 2.9498 2.1680 3.1634
43 C 2.7469 1.2039 4.1496
44 C 2.3748 -0.0992 3.8337
45 C 2.1657 -0.5028 2.5160
46 C 2.3467 0.4644 1.5572
47 H 3.2711 3.1731 3.3970
48 H 2.9074 1.4713 5.1846
49 H 2.2633 -0.8227 4.6301
50 H 1.8995 -1.5186 2.2581
51 C 2.4409 -0.3698 -2.7354
52 C 2.7659 1.0760 -2.7561
53 N 2.8107 1.9091 -1.7020
54 C 3.1800 3.1779 -2.1511
55 C 3.3487 3.1011 -3.4832
56 N 3.0844 1.7878 -3.8321
57 H 1.4906 -0.5369 -2.2288
58 H 3.2090 -0.9195 -2.1903
59 H 2.3857 -0.7568 -3.7504
60 H 3.3010 4.0009 -1.4694
61 H 3.6339 3.8420 -4.2084
62 H 3.1468 1.4073 -4.7654

For the relative energy (zero: lowest compared OMol25 entry of this formula, charge and spin), the calculation gives 0.0 kJ/mol. Its largest force on an atom is 0.0145 Eh/bohr. The spin multiplicity is 2. The LUMO energy (alpha / beta) comes out at -0.2219 / -0.2233 Eh. As for the calculated total energy: -80101.3481 eV. Its net charge is +2.

A molecular structure, C28H23BiBr2N5O6S, computed with ωB97M-V/def2-TZVPD.

Element x y z (Å)
1 Bi -0.4382 -0.1293 -0.7567
2 C 3.0848 6.3299 0.8401
3 O 2.7377 5.5848 2.0008
4 C 2.3137 4.3104 1.8107
5 C 2.4601 3.4891 2.9692
6 C 2.1420 2.1661 2.8516
7 C 1.6885 1.5437 1.6701
8 C 1.5643 0.1216 1.6911
9 C 1.7281 -0.6592 2.9293
10 O 1.3750 -0.5620 0.6108
11 C 1.4203 2.3968 0.5412
12 O 0.8902 1.9681 -0.5430
13 C 1.7585 3.7809 0.6637
14 H 3.2236 7.3882 1.1707
15 H 2.3118 6.3447 0.0578
16 H 4.0064 5.9669 0.3531
17 H 2.9241 3.8901 3.8636
18 H 2.3480 1.5286 3.7132
19 H 2.7933 -0.8664 3.1028
20 H 1.2286 -1.6317 2.8753
21 H 1.3737 -0.0758 3.8139
22 H 1.6074 4.3853 -0.2648
23 Br 0.4714 -5.3444 -1.7592
24 C 1.7780 -4.0331 -1.3930
25 C 2.8861 -4.4778 -0.6601
26 C 3.9320 -3.6445 -0.2954
27 Br 5.0477 -4.4489 0.9394
28 C 3.9945 -2.3308 -0.8629
29 C 5.1590 -1.4871 -0.8682
30 C 5.1471 -0.2164 -1.4509
31 C 3.9129 0.2102 -2.0022
32 N 2.8223 -0.5241 -2.0241
33 C 2.8168 -1.7916 -1.5251
34 C 1.6682 -2.6016 -1.6651
35 O 0.5585 -2.1683 -2.0896
36 H 2.9360 -5.5075 -0.3251
37 H 6.0367 -1.9552 -0.4677
38 H 5.9918 0.4403 -1.5050
39 H 3.8004 1.1859 -2.4621
40 C -6.5076 1.6970 -0.4976
41 C -5.0967 1.9360 -0.9050
42 C -4.6251 2.4694 -2.1372
43 C -3.2596 2.2577 -2.3666
44 N -2.4281 1.6792 -1.4688
45 C -2.9530 1.4511 -0.2428
46 S -2.0055 0.8681 1.1597
47 N -4.2274 1.5957 0.0299
48 H -6.7788 2.5792 0.0874
49 H -6.5708 0.8018 0.1353
50 H -7.1346 1.6589 -1.4088
51 H -5.2041 2.9627 -2.9001
52 H -2.7968 2.4926 -3.3233
53 C -4.7729 -2.8910 -1.3799
54 N -3.6048 -2.9736 -0.4825
55 C -3.4795 -3.8405 0.5872
56 C -2.3274 -3.9532 1.3048
57 C -1.2098 -3.0438 0.9975
58 O -0.1285 -3.2234 1.5771
59 N -1.4959 -2.1294 0.0416
60 C -2.5877 -2.0500 -0.7204
61 O -2.6711 -1.1850 -1.6504
62 H -5.4995 -3.6799 -1.1393
63 H -4.4121 -2.9748 -2.4400
64 H -5.1884 -1.8639 -1.2417
65 H -4.3454 -4.4565 0.8029
66 H -2.1900 -4.7605 2.0330

For the relative energy (zero: lowest compared OMol25 entry of this formula, charge and spin), the calculation gives 115.8 kJ/mol. Its largest force on an atom is 0.0707 Eh/bohr. The LUMO energy comes out at 0.0905 Eh. As for the calculated total energy: -205907.6320 eV. Its net charge is -1.

A molecular structure, C28H23BiBr2N5O6S, computed with ωB97M-V/def2-TZVPD.

Element x y z (Å)
1 Bi -0.0682 0.0815 -0.0831
2 C 6.4377 -2.3977 2.4301
3 O 6.0091 -3.2001 1.2934
4 C 4.7971 -3.0172 0.7418
5 C 4.5401 -3.9238 -0.3329
6 C 3.3547 -3.8255 -0.9750
7 C 2.3737 -2.8794 -0.6999
8 C 1.1846 -2.7047 -1.5487
9 C 1.0235 -3.7243 -2.6718
10 O 0.2491 -1.8776 -1.3960
11 C 2.6066 -1.9987 0.3951
12 O 1.8281 -1.0380 0.7523
13 C 3.8304 -2.1067 1.0962
14 H 7.3864 -2.8179 2.7498
15 H 5.6830 -2.4928 3.2726
16 H 6.5605 -1.3539 2.1659
17 H 5.3001 -4.6800 -0.5048
18 H 3.1780 -4.4923 -1.8504
19 H 0.9446 -4.7488 -2.2633
20 H 1.8454 -3.6715 -3.3860
21 H 0.0945 -3.5226 -3.1980
22 H 3.9457 -1.3902 1.8950
23 Br 2.9424 4.9085 -0.2893
24 C 1.7310 4.1228 -1.4837
25 C 1.4368 4.9347 -2.5666
26 C 0.6346 4.4945 -3.5809
27 Br 0.4374 5.6456 -5.0561
28 C 0.0369 3.2392 -3.5548
29 C -0.7687 2.7401 -4.5922
30 C -1.2480 1.4753 -4.5488
31 C -1.0014 0.7148 -3.4099
32 N -0.2556 1.1643 -2.3978
33 C 0.2860 2.3749 -2.4172
34 C 1.1268 2.8157 -1.3015
35 O 1.2566 2.1410 -0.2406
36 H 1.7976 5.9682 -2.6370
37 H -1.0143 3.4093 -5.4212
38 H -1.8917 1.0253 -5.3194
39 H -1.4053 -0.2808 -3.3155
40 C -3.8581 -3.7204 4.0417
41 C -2.7795 -2.9553 3.3160
42 C -1.4235 -2.8455 3.7993
43 C -0.5451 -2.1111 3.0038
44 N -0.9616 -1.5485 1.8604
45 C -2.2180 -1.7253 1.4749
46 S -2.7128 -1.0370 0.0052
47 N -3.1357 -2.4317 2.1707
48 H -3.5363 -4.0654 5.0129
49 H -4.2217 -4.5385 3.4515
50 H -4.7122 -3.0470 4.1443
51 H -1.0901 -3.2623 4.7464
52 H 0.4968 -1.9320 3.2734
53 C -4.8022 4.3829 0.1616
54 N -3.8025 3.5083 0.7460
55 C -3.5482 3.4531 2.0841
56 C -2.4234 2.7929 2.5166
57 C -1.5581 2.1108 1.5522
58 O -0.5730 1.4332 1.9736
59 N -1.8797 2.1311 0.2661
60 C -2.9194 2.8964 -0.2361
61 O -3.1911 2.9934 -1.4225
62 H -5.7119 4.4255 0.8028
63 H -5.0670 3.9453 -0.7690
64 H -4.4566 5.3812 0.0032
65 H -4.3071 3.9496 2.6928
66 H -2.2678 2.7052 3.5783

For the relative energy (zero: lowest compared OMol25 entry of this formula, charge and spin), the calculation gives 0.0 kJ/mol. Its largest force on an atom is 0.0486 Eh/bohr. The LUMO energy comes out at 0.0922 Eh. As for the calculated total energy: -205908.8326 eV. Its net charge is -1.

A molecular structure, C28H23BrF8MnN9O6SSe, computed with ωB97M-V/def2-TZVPD.

Element x y z (Å)
1 Mn -0.3181 0.0709 -0.1777
2 N 2.0679 -1.5463 1.4929
3 C 2.4906 -0.4282 0.8885
4 N 3.7875 -0.1548 0.9149
5 C 4.1471 1.0167 0.4000
6 N 5.4415 1.3011 0.3027
7 N 3.2769 1.9892 0.0112
8 C 2.0448 1.5927 -0.0576
9 N 1.5873 0.3589 0.2492
10 C 0.9866 2.5711 -0.3883
11 C 1.2523 3.8866 -0.7044
12 C 0.1768 4.7350 -0.9234
13 C -1.1116 4.2378 -0.8212
14 C -1.2981 2.9018 -0.5109
15 N -0.2622 2.0890 -0.2944
16 H 2.7568 -1.9927 2.0784
17 H 1.1193 -1.5573 1.8377
18 H 6.1243 0.6303 0.6084
19 H 5.7277 2.1967 -0.0506
20 H 2.2782 4.2181 -0.7623
21 H 0.3449 5.7751 -1.1678
22 H -1.9731 4.8697 -0.9820
23 H -2.2797 2.4576 -0.4266
24 F 0.9826 -1.1912 9.0718
25 C 1.1630 -0.5779 7.9175
26 C 1.2115 -1.3165 6.7416
27 F 1.0763 -2.6380 6.7815
28 C 1.3995 -0.6624 5.5448
29 F 1.4399 -1.4155 4.4412
30 C 1.5460 0.7266 5.4605
31 Se 1.7595 1.6108 3.8363
32 C 1.4907 1.4358 6.6677
33 F 1.6158 2.7538 6.6749
34 C 1.3045 0.8009 7.8808
35 F 1.2565 1.4947 9.0098
36 F -1.9690 -0.6716 4.3392
37 C -2.6586 -0.5756 3.2080
38 F -2.7552 -1.7863 2.6610
39 F -3.8697 -0.1135 3.4599
40 S -1.7872 0.5904 2.0797
41 O -1.7386 1.8236 2.7838
42 O -2.4323 0.5297 0.7742
43 O -0.4618 -0.0729 1.8414
44 Br -2.9875 -4.9520 0.2123
45 C -1.4227 -4.0205 -0.2339
46 C -0.3108 -4.6770 -0.7351
47 C 0.8080 -3.9298 -1.0699
48 C 0.7829 -2.5638 -0.8813
49 N -0.2905 -1.9434 -0.3740
50 C -1.3830 -2.6475 -0.0678
51 H -0.3266 -5.7497 -0.8723
52 H 1.6910 -4.4004 -1.4772
53 H 1.6333 -1.9396 -1.1257
54 H -2.2399 -2.0938 0.2837
55 C -2.2215 2.3021 -4.1379
56 C -2.7572 0.8989 -4.3823
57 C -1.7367 -0.2201 -4.0798
58 C -2.3611 -1.5880 -4.4190
59 C -1.4532 -2.7671 -4.1069
60 C -0.5219 -0.0017 -4.9637
61 O -0.5822 -0.0485 -6.1657
62 N 0.6720 0.2961 -4.3294
63 C 0.9090 0.3745 -2.9678
64 O 2.0126 0.6652 -2.5511
65 N -0.1670 0.1354 -2.1440
66 C -1.4010 -0.1823 -2.6061
67 O -2.2367 -0.4198 -1.7385
68 H -2.9895 3.0460 -4.3463
69 H -1.3681 2.5267 -4.7811
70 H -1.9076 2.4375 -3.1001
71 H -3.0510 0.7841 -5.4262
72 H -3.6348 0.7068 -3.7635
73 H -2.6073 -1.5672 -5.4808
74 H -3.2938 -1.6666 -3.8592
75 H -0.5058 -2.7032 -4.6484
76 H -1.9276 -3.7056 -4.3925
77 H -1.2361 -2.8249 -3.0387
78 H 1.4716 0.4753 -4.9224

For the relative energy (zero: lowest compared OMol25 entry of this formula, charge and spin), the calculation gives 65.7 kJ/mol. Its largest force on an atom is 0.0078 Eh/bohr. The spin multiplicity is 4. The LUMO energy (alpha / beta) comes out at -0.1316 / -0.1686 Eh. As for the calculated total energy: -254387.9140 eV. Its net charge is +1.

largest force on an atom of number 4 (C28H23BrF8MnN9O6SSe)?
0.0078 Eh/bohr

The lowest largest force on an atom belongs to which entry?
C28H23BrF8MnN9O6SSe